No. 1
# C4H8Cl2Si

2 unconnected molecules or ions with the total composition C4H8Cl2Si (ωB97M-V/def2-TZVPD, OMol25).

```
15
Properties=species:S:1:pos:R:3:forces:R:3:lowdin_charge:R:1
C 0.6228 -2.0372 2.8172 -10.855 1.606 0.380 -0.01
C 1.8280 -2.2413 2.7671 5.724 -0.814 1.805 0.00
C 0.7043 0.8674 -0.0083 -3.718 0.724 0.422 -0.24
C -2.0302 -0.1305 -0.8459 -0.805 0.366 0.499 -1.19
Si -0.1224 -0.3253 -1.2520 -0.202 -1.250 3.411 0.59
Cl -2.9979 -1.4780 -0.0668 0.838 0.401 -0.491 0.43
Cl -2.8887 0.3981 -2.3654 0.318 -0.194 0.607 0.44
H -0.4961 -1.9082 2.8082 2.120 -0.210 -0.402 0.06
H -0.0233 0.0326 -2.5634 0.345 0.806 -2.460 -0.09
H 2.7699 -2.3992 2.4836 2.984 -0.563 -1.831 -0.03
H 1.6365 1.1874 -0.2782 2.568 0.688 -0.880 -0.03
H 0.0553 1.8499 0.0591 1.105 -1.909 -0.062 0.08
H 0.7799 0.4360 0.9949 -0.204 0.007 -0.145 0.01
H -2.1922 0.6958 -0.1081 0.316 -0.615 -0.842 0.01
H 0.4150 -1.7644 -1.0926 -0.533 0.956 -0.008 -0.02
```
Forces are in eV/Å.

Output
Energy relative to the best compared isomer or geometry (same formula, charge and spin): 588.6 kJ/mol
2S+1: 3
E_tot: -1366.76696 a.u.
HOMO (spin up / spin down): -5.380 / -10.420 eV
Orbital gap (spin up / spin down): 6.225 / 7.605 eV


No. 2
# C5H10O2

A single C5H10O2 molecule (ωB97M-V/def2-TZVPD, OMol25).

```
17
Properties=species:S:1:pos:R:3:forces:R:3:lowdin_charge:R:1
C 0.3740 -1.8153 -0.1750 0.151 0.068 0.029 0.03
C 1.0921 -0.7754 0.2398 -0.108 -0.152 -0.114 -0.14
C 0.5019 0.2284 1.2001 0.083 0.175 -0.256 -0.37
O -0.1218 -0.4001 2.3129 0.068 -0.191 0.104 -0.04
C -0.6037 1.0785 0.5139 0.087 0.198 0.162 -0.17
O -1.2571 0.4390 -0.5532 -0.120 0.026 0.069 -0.20
C -0.7064 0.7307 -1.8174 0.048 0.043 -0.251 -0.12
H -0.6260 -1.9771 0.2199 0.192 -0.033 -0.084 0.08
H 0.7272 -2.4908 -0.9479 0.082 -0.018 0.205 0.06
H 2.0827 -0.5755 -0.1669 -0.147 -0.029 0.045 0.10
H 1.2832 0.9155 1.5635 -0.132 -0.114 -0.087 0.14
H 0.4999 -1.0584 2.6487 -0.174 0.046 -0.001 0.10
H -0.1837 2.0380 0.1817 -0.029 -0.101 0.046 0.12
H -1.3594 1.2708 1.2815 0.115 0.058 -0.071 0.13
H 0.3929 0.7477 -1.8086 -0.196 -0.017 0.053 0.08
H -1.0728 1.7002 -2.1849 0.076 -0.094 0.056 0.09
H -1.0231 -0.0560 -2.5081 0.005 0.135 0.097 0.09
```
Forces are in eV/Å.

Output
Energy relative to the best compared isomer or geometry (same formula, charge and spin): 256.0 kJ/mol
2S+1: 1
E_tot: -346.92791 a.u.
HOMO: -9.567 eV
Orbital gap: 10.559 eV


No. 3
# C13H22Cl2I3LiNbO3P

A molecular structure, C13H22Cl2I3LiNbO3P (ωB97M-V/def2-TZVPD, OMol25).

```
46
Properties=species:S:1:pos:R:3:forces:R:3:lowdin_charge:R:1
C -1.6216 2.3662 2.1007 0.199 0.029 -0.070 -0.17
C -0.2743 1.7590 2.3908 -0.060 -0.190 -0.151 -0.88
Cl 0.3716 2.3607 3.9068 -0.020 0.014 -0.061 0.61
C 0.4075 0.8914 1.6176 -0.172 0.306 0.200 -0.83
Cl 1.9492 0.3570 2.2632 0.220 0.033 0.088 0.59
Nb -0.3417 0.0864 -0.3296 -1.701 0.892 -1.088 1.44
C 0.2915 -1.8991 0.6876 0.337 -0.144 0.172 -0.42
C 1.7569 -2.3500 0.6178 -0.128 -0.097 -0.152 -0.35
C 2.2772 -2.9913 1.9507 -0.369 -0.112 0.385 -0.16
C 3.7499 -2.8023 1.9688 0.365 0.105 -0.119 -0.56
O 4.4957 -3.4663 1.2462 -0.192 -0.111 0.469 0.01
O 4.1992 -1.8766 2.8138 -0.328 0.467 -0.289 0.12
C -0.8422 2.0920 -1.1858 0.673 0.434 0.136 -0.40
C 0.2469 3.0843 -1.6317 -0.118 -0.375 -0.408 -0.87
C -0.2409 4.1217 -2.6441 -0.114 0.243 -0.155 -0.20
I 1.1976 4.1166 -0.0009 0.076 -0.025 0.081 0.83
P -2.5262 -0.7914 0.8789 0.467 -0.354 0.301 0.52
O -3.6929 0.1127 0.5854 0.071 0.060 -0.115 -0.56
C -0.4122 -1.0423 -2.2697 0.223 0.010 -0.006 -0.94
I 1.3485 -1.9347 -2.9690 0.158 -0.108 -0.164 0.76
C -1.5333 -1.1112 -2.9965 -0.179 0.109 0.347 -0.96
C -2.8747 -0.5712 -2.5387 0.100 -0.042 0.174 -0.22
I -1.7147 -2.0645 -4.8655 0.019 -0.126 -0.126 0.80
H -2.2004 2.4537 3.0248 0.086 -0.076 -0.138 0.08
H -2.2086 1.7822 1.3896 0.038 0.104 0.063 0.01
H -1.4769 3.3756 1.6940 -0.045 -0.129 0.093 0.06
H 1.4196 0.2469 -0.6774 -0.345 -0.501 0.549 -0.03
H -0.3395 -2.6902 0.2475 0.069 0.137 0.107 0.03
H -0.0156 -1.7923 1.7403 0.063 -0.042 -0.190 0.01
H 2.4238 -1.5202 0.3617 -0.133 -0.114 0.038 0.05
H 1.8666 -3.1056 -0.1713 0.161 0.239 0.122 0.06
H 1.8169 -2.5421 2.8338 0.079 0.011 -0.226 0.12
H 1.9805 -4.0561 1.9363 -0.177 0.008 0.073 0.09
H 4.6369 -1.1202 2.3867 0.287 -0.355 0.028 0.15
H -1.6687 2.6249 -0.6951 0.079 -0.099 -0.052 0.05
H -1.2491 1.7242 -2.1559 0.025 -0.061 0.282 0.04
H 1.0724 2.5228 -2.0805 -0.126 0.113 0.178 0.04
H -1.0942 3.7129 -3.2023 0.247 0.055 0.009 0.07
H -0.5729 5.0531 -2.1743 -0.035 -0.210 -0.005 0.05
H 0.5541 4.3813 -3.3527 -0.132 -0.004 0.128 0.07
H -2.7516 -2.1546 0.5326 -0.047 -0.018 -0.017 -0.05
H -2.2956 -1.0034 2.2641 -0.028 -0.016 0.033 -0.05
H -3.4060 -1.3246 -1.9425 0.095 0.118 -0.138 0.07
H -2.7618 0.3209 -1.9072 -0.114 -0.198 -0.060 0.03
H -3.5224 -0.3156 -3.3801 0.171 0.073 0.101 0.05
Li 3.5756 -5.0209 1.7311 0.256 -0.051 -0.425 0.84
```
Forces are in eV/Å.

Output
2S+1: 1
E_tot: -2953.36177 a.u.
HOMO: -7.753 eV
Orbital gap: 5.610 eV


Q: Among the records above, which one has the lowest E_tot?
A: C13H22Cl2I3LiNbO3P


Q: 2S+1 of number 1 (C4H8Cl2Si)?
A: 3


Q: What is the E_tot in the third record?
A: -2953.36177 a.u.